Formula: C4H3NS2
Source: the OMol25 dataset
Level of theory: the ωB97M-V functional and the def2-TZVPD basis

XYZ file:
```
10
Properties=species:S:1:pos:R:3:forces:R:3
C -1.55025 -0.20606 -0.02006 -1.27 0.51 0.65
C 0.84897 -0.65750 -0.02401 -0.42 -0.42 -0.36
C 1.13987 0.74504 -0.07213 -0.12 -0.44 0.12
C 1.42090 1.90735 -0.05280 0.20 0.50 0.17
H -1.33347 0.85549 0.14360 0.27 -0.33 -0.43
H -0.62659 -2.01949 0.12517 -0.26 -0.31 -0.32
H 1.71114 2.93503 0.03056 -0.11 -0.24 -0.15
N -0.49051 -1.03359 -0.02348 1.13 0.55 0.27
S -3.10199 -0.70140 -0.05919 0.31 0.00 -0.09
S 1.98192 -1.82486 -0.04767 0.28 0.18 0.13
```
Forces are in eV/Å.

LUMO energy ... -1.3 eV
HOMO ... -9.046 eV
Relative energy (zero: lowest compared OMol25 entry of this formula, charge and spin) ... 24.7 kcal per mole
Structure (SMILES) ... C#CC(=S)NC=S
Frontier orbital gap ... 7.717 eV
Energy ... -27354.6917 eV

These are the Löwdin partial charges, in e, on atoms 1 to 8: atom 1 (C): -0.718, atom 2 (C): -0.831, atom 3 (C): -0.164, atom 4 (C): 0.165, atom 5 (H): 0.067, atom 6 (H): 0.110, atom 7 (H): 0.051, atom 8 (N): -0.072


Formula: C4H3NaO6Rb
Source: the OMol25 dataset
Level of theory: the ωB97M-V functional and the def2-TZVPD basis

XYZ file:
```
15
Properties=species:S:1:pos:R:3:forces:R:3
O -0.65427 2.92090 2.65022 0.04 0.76 0.43
C -0.67440 2.43070 1.49422 -0.08 -0.81 -0.06
O -0.55842 3.07886 0.42827 0.05 0.77 -0.27
O -0.85261 1.08154 1.45108 0.70 0.59 -0.31
C -0.99272 0.43040 0.20853 1.03 0.99 -1.49
O -0.73023 -1.81819 -0.24010 -1.38 1.01 -0.60
C 0.00155 -2.93985 -0.47302 5.31 0.97 -3.90
C -0.06347 -0.58330 -0.07373 -1.41 -1.70 3.02
O 1.12942 -3.00117 0.08356 -0.87 -0.64 1.92
O -0.17605 -3.48113 -1.59658 -2.01 -1.10 0.54
H -1.33709 1.08544 -0.59724 -0.71 -0.48 0.42
H 0.67910 -0.71575 0.72371 0.24 0.10 -0.46
Na -0.36687 4.97845 1.69257 -0.10 -0.96 -0.09
Rb 3.33859 -2.61451 -4.11644 -0.75 0.25 0.83
H 1.25749 -0.85240 -1.63504 -0.06 0.25 0.01
```
Forces are in eV/Å.

LUMO energy (alpha / beta) ... 0.9 / 0.9 eV
HOMO (alpha / beta) ... -1.521 / -1.477 eV
Relative energy (zero: lowest compared OMol25 entry of this formula, charge and spin) ... 68.4 kcal per mole
Frontier orbital gap (alpha / beta) ... 2.454 / 2.414 eV
Energy ... -21548.8717 eV
Net charge ... -1

These are the Löwdin partial charges, in e, on atoms 1 to 8: atom 1 (O): -0.090, atom 2 (C): -0.794, atom 3 (O): -0.081, atom 4 (O): 0.004, atom 5 (C): -0.125, atom 6 (O): -0.075, atom 7 (C): -0.851, atom 8 (C): -0.198


Formula: C4H3O2
Source: the OMol25 dataset
Level of theory: the ωB97M-V functional and the def2-TZVPD basis

XYZ file:
```
9
Properties=species:S:1:pos:R:3:forces:R:3
C -2.41680 0.74412 -0.06117 0.75 -3.63 0.60
C -1.98355 -0.38213 0.15147 -0.81 2.98 -0.50
C 2.31725 0.46208 -0.20967 -0.23 0.46 -0.41
C -1.22384 -1.43678 0.41429 0.99 -0.83 0.12
O -0.57810 -2.32248 0.63005 -0.12 -0.09 0.04
O 1.31824 -0.16931 -0.09982 -1.68 -1.07 0.35
H -3.04637 1.54387 -0.25391 -0.59 1.63 -0.31
H 3.26558 0.13098 0.04127 2.11 -1.37 0.89
H 2.34760 1.42965 -0.61252 -0.41 1.93 -0.79
```
Forces are in eV/Å.

LUMO energy ... -7.0 eV
HOMO ... -14.004 eV
Relative energy (zero: lowest compared OMol25 entry of this formula, charge and spin) ... 49.8 kcal per mole
Frontier orbital gap ... 7.042 eV
Energy ... -8279.4559 eV
Net charge ... +1

These are the Löwdin partial charges, in e, on atoms 1 to 8: atom 1 (C): 0.390, atom 2 (C): 0.057, atom 3 (C): -0.081, atom 4 (C): -0.020, atom 5 (O): 0.413, atom 6 (O): 0.006, atom 7 (H): 0.088, atom 8 (H): 0.072


Formula: C4H3O2S
Source: the OMol25 dataset
Level of theory: the ωB97M-V functional and the def2-TZVPD basis

XYZ file:
```
10
Properties=species:S:1:pos:R:3:forces:R:3
C 0.50194 0.81030 0.04352 1.21 2.32 -0.60
C 0.41565 -0.54716 -0.25767 2.65 -0.98 1.62
C -0.66507 1.00038 0.81350 0.37 0.30 0.10
C -0.97035 -0.50113 0.34014 -1.53 0.36 -1.03
O 1.18914 -1.46047 -0.51777 -0.81 0.15 -0.76
O -1.17528 1.76993 1.61714 0.07 -0.83 -0.96
S 2.36922 2.49092 -0.64976 -1.41 -1.63 0.63
H -1.57303 -0.63219 -0.56708 -0.75 0.56 0.38
H -1.36555 -1.16620 1.09491 0.65 -0.36 0.51
H 3.38468 1.60498 -0.81116 -0.46 0.10 0.11
```
Forces are in eV/Å.

LUMO energy ... 3.3 eV
HOMO ... -4.410 eV
Relative energy (zero: lowest compared OMol25 entry of this formula, charge and spin) ... 53.0 kcal per mole
Frontier orbital gap ... 7.725 eV
Energy ... -19124.8727 eV
Net charge ... -1

These are the Löwdin partial charges, in e, on atoms 1 to 8: atom 1 (C): -0.042, atom 2 (C): -0.521, atom 3 (C): -0.439, atom 4 (C): -0.052, atom 5 (O): -0.006, atom 6 (O): -0.006, atom 7 (S): 0.189, atom 8 (H): 0.104


Formula: C4H3O3
Source: the OMol25 dataset
Level of theory: the ωB97M-V functional and the def2-TZVPD basis

XYZ file:
```
10
Properties=species:S:1:pos:R:3:forces:R:3
C -0.80794 -0.78997 0.28587 4.50 -2.42 -0.27
C -0.80470 0.56046 0.12009 0.05 0.22 -0.08
C 1.28405 -0.41301 0.18900 -2.75 -1.32 -1.07
C 0.69556 0.98809 0.34002 1.01 0.11 -4.08
O -1.79125 1.27769 -0.09017 -0.43 1.38 -0.42
O 2.34136 -0.86745 -0.21740 -1.42 1.06 1.05
O -1.49090 -1.91243 -0.15711 -0.06 0.89 -1.18
H 1.18652 1.68764 -0.55516 -1.45 -1.53 2.16
H 0.87155 1.44037 1.25009 0.44 1.18 2.07
H -1.48427 -1.97138 -1.16524 0.10 0.44 1.81
```
Forces are in eV/Å.

LUMO energy ... 4.0 eV
HOMO ... -2.692 eV
Relative energy (zero: lowest compared OMol25 entry of this formula, charge and spin) ... 74.7 kcal per mole
Frontier orbital gap ... 6.736 eV
Energy ... -10335.8944 eV
Net charge ... -1

These are the Löwdin partial charges, in e, on atoms 1 to 8: atom 1 (C): -0.139, atom 2 (C): -0.589, atom 3 (C): -0.257, atom 4 (C): -0.127, atom 5 (O): -0.097, atom 6 (O): -0.033, atom 7 (O): -0.074, atom 8 (H): 0.157


Formula: C4H3OYb
Source: the OMol25 dataset
Level of theory: the ωB97M-V functional and the def2-TZVPD basis

XYZ file:
```
9
Properties=species:S:1:pos:R:3:forces:R:3
C 1.66616 0.83694 -0.08392 -3.35 -0.29 -0.15
C 0.99046 -0.00542 -0.82947 -1.32 -0.82 -0.24
H 1.05526 1.56977 0.47570 1.44 0.46 0.01
H 1.33613 -0.88230 -1.38997 -0.18 0.54 -0.06
C -0.83556 -0.02142 -1.00611 1.93 -0.22 -0.18
C -1.37150 -0.02734 0.15436 2.16 -0.88 1.59
O -1.39284 -0.22768 1.35960 -0.37 0.38 -0.11
Yb -0.16409 -0.88719 3.25844 -0.59 0.29 -0.85
H -1.28402 -0.35536 -1.93862 0.28 0.54 -0.02
```
Forces are in eV/Å.

LUMO energy (alpha / beta) ... -10.6 / -10.6 eV
2S+1 ... 2
HOMO (alpha / beta) ... -17.608 / -17.439 eV
Frontier orbital gap (alpha / beta) ... 7.018 / 6.849 eV
Energy ... -37749.6195 eV
Net charge ... +2

These are the Löwdin partial charges, in e, on atoms 1 to 8: atom 1 (C): 0.146, atom 2 (C): -0.067, atom 3 (H): 0.065, atom 4 (H): 0.102, atom 5 (C): 0.072, atom 6 (C): -0.171, atom 7 (O): -0.125, atom 8 (Yb): 1.851


Formula: C4H4
Source: the OMol25 dataset
Level of theory: the ωB97M-V functional and the def2-TZVPD basis

XYZ file:
```
8
Properties=species:S:1:pos:R:3:forces:R:3
C -0.46252 -1.04934 0.09156 0.03 3.09 -0.06
C -1.39630 0.16921 -0.07579 4.57 -1.37 0.24
C 0.08068 0.94851 0.06335 -2.11 -0.35 -4.00
C 0.77716 -0.42591 0.00535 -5.04 0.69 -0.73
H -0.83864 -2.00582 0.07019 -0.14 -2.44 0.18
H 0.05396 1.73709 -0.77423 0.98 -1.16 1.16
H 0.07562 1.37933 0.96467 0.42 1.93 3.39
H 1.71003 -0.75306 -0.34510 1.29 -0.39 -0.17
```
Forces are in eV/Å.

LUMO energy ... -0.8 eV
HOMO ... -9.089 eV
Relative energy (zero: lowest compared OMol25 entry of this formula, charge and spin) ... 81.4 kcal per mole
Frontier orbital gap ... 8.322 eV
Energy ... -4206.6271 eV

Charges in e, computed with Löwdin, in the same order as the atoms: atom 1 (C): -0.161, atom 2 (C): 0.137, atom 3 (C): -0.219, atom 4 (C): 0.002, atom 5 (H): 0.036, atom 6 (H): 0.109, atom 7 (H): 0.023, atom 8 (H): 0.073


Formula: C4H43N2O15
Source: the OMol25 dataset
Level of theory: the ωB97M-V functional and the def2-TZVPD basis

XYZ file:
```
64
Properties=species:S:1:pos:R:3:forces:R:3
C 2.08135 -1.01377 0.92928 0.42 0.79 1.30
N 2.82580 -0.84499 2.16353 1.00 -0.58 1.69
C 2.46803 -1.78680 3.34836 -0.04 2.82 -2.79
C 0.70607 -0.37764 1.25852 0.00 -0.14 0.36
N 0.35191 0.86650 0.38558 0.95 -0.52 0.73
C -0.38468 0.56777 -0.83116 -2.20 -1.97 -0.92
H 2.57615 -0.56884 0.09697 0.41 1.17 -0.21
H 2.13143 -2.02364 0.56871 -1.14 -1.05 0.12
H 3.82745 -0.82720 2.11041 0.31 -0.04 -0.72
H 2.95042 -2.76254 3.27048 -0.37 -0.07 0.06
H 2.81120 -1.18398 4.18290 -0.13 -0.54 0.51
H 1.37988 -1.71453 3.21872 0.63 -0.98 0.98
H 0.01810 -1.25232 1.19723 -0.62 1.51 -0.12
H 0.77750 0.05902 2.30267 -0.25 -0.83 -1.29
H 1.24136 1.23356 0.01567 -0.04 0.13 0.72
H -0.05494 1.63263 0.96568 -0.09 -0.76 -0.72
H -0.03395 -0.45655 -1.13174 -0.32 1.12 -0.26
H -1.50597 0.52726 -0.72270 1.19 -0.03 0.69
H -0.32748 1.32692 -1.59747 0.72 -0.52 0.56
H 2.16794 3.70109 -0.87620 0.32 -0.18 -0.26
H 2.87880 3.96421 -2.23914 0.07 0.11 0.06
O 2.50473 3.27469 -1.68471 -0.32 -0.09 0.13
H 0.22121 2.71317 2.60215 0.01 0.15 0.19
H -1.21070 3.23533 2.59835 0.27 -0.11 0.24
O -0.36142 3.32014 3.07049 0.02 0.07 -0.18
H -1.49491 -2.73799 -2.62626 -0.58 0.35 0.49
H -0.57919 -2.73406 -3.75002 -0.13 0.60 -0.42
O -1.32741 -2.21162 -3.41467 0.74 -0.77 -0.02
H -3.57098 -0.04945 -3.69666 -0.76 -0.14 0.10
H -2.22490 -0.18073 -3.16018 -0.99 -0.15 0.98
O -3.15959 -0.06793 -2.82509 1.26 -0.30 -1.51
H -3.93507 -0.74208 0.75082 0.11 0.06 -0.17
H -4.85494 0.49484 0.70142 0.30 -0.12 0.24
O -4.06486 0.13992 1.13742 -0.30 0.10 -0.01
H -2.46410 2.26785 0.53923 0.05 0.32 0.54
H -2.69824 1.35963 1.69131 -0.33 0.05 0.24
O -2.28839 2.22157 1.49985 0.12 -0.39 -1.15
H 2.69705 2.94003 2.13615 0.01 0.12 -0.88
H 3.40248 2.10284 1.09191 0.17 -0.03 -0.17
O 2.76709 2.82312 1.16199 -0.29 -0.18 1.13
H -0.64699 4.00199 -0.33141 0.20 -0.30 0.00
H -0.00693 3.58676 -1.63425 0.05 0.14 -0.31
O -0.08719 3.30849 -0.72090 -0.36 0.86 0.65
H -0.29067 -2.14474 4.68037 -0.44 0.43 0.09
H 0.32649 -3.35947 4.11800 -0.31 0.10 -0.42
O -0.28546 -2.64596 3.86122 0.09 -0.89 0.40
H 3.87581 -0.31534 -2.43466 0.04 0.13 0.18
H 2.88545 -1.40172 -2.09774 -0.13 -0.04 0.13
O 3.19856 -0.54377 -1.78552 0.23 -0.10 -0.62
H -2.55099 -0.98956 -1.00336 0.29 -0.05 0.48
H -3.68910 -1.67384 -1.52321 0.53 -0.44 1.37
O -3.10819 -1.71909 -0.70640 -0.89 0.02 -1.69
H 1.86213 1.03743 -3.79796 0.41 0.23 0.15
H 1.17235 1.82107 -2.61298 1.06 -0.11 -0.43
O 1.03024 1.25284 -3.38401 -1.19 0.12 0.03
H 0.05514 -3.79740 -0.07912 -0.08 0.11 0.16
H -0.19061 -4.21533 -1.47551 0.36 0.02 -0.03
O 0.44721 -3.69994 -0.96060 -0.41 -0.14 -0.09
H -2.11563 -4.67032 1.33588 -0.07 -0.15 0.96
H -1.16753 -3.53270 2.07999 -0.63 -0.58 0.80
O -1.53889 -3.91524 1.28425 0.87 0.83 -1.58
H -1.03605 2.15385 -3.04502 0.02 0.12 -0.09
H -2.45039 2.01508 -3.52358 0.57 0.49 1.83
O -1.93298 2.21145 -2.68328 -0.41 0.20 -2.21
```
Forces are in eV/Å.

LUMO energy ... -2.3 eV
HOMO ... -11.630 eV
Relative energy (zero: lowest compared OMol25 entry of this formula, charge and spin) ... 114.7 kcal per mole
Frontier orbital gap ... 9.323 eV
Energy ... -38531.4301 eV
Net charge ... +1

These are the Löwdin partial charges, in e, on atoms 1 to 8: atom 1 (C): -0.225, atom 2 (N): -0.143, atom 3 (C): -0.060, atom 4 (C): -0.059, atom 5 (N): 0.022, atom 6 (C): -0.059, atom 7 (H): 0.063, atom 8 (H): 0.106